# 1
This record from the OMol25 dataset describes C3H2O4Sc as an isolated structure at a distorted geometry. The level of theory is ωB97M-V with the def2-TZVPD basis set.

Total charge: +1
ΔE to the lowest compared entry with this formula, charge and spin in kcal per mole: 0.00

The geometry in XYZ format:
```
10
C3H2O4Sc (ωB97M-V with the def2-TZVPD basis set)
O -1.583 -1.228 1.373
C -2.529 -0.954 0.712
O -3.572 -0.968 0.215
O 2.147 -0.668 0.434
C 2.223 0.052 -0.620
C 0.968 0.894 -0.859
O -0.057 0.803 0.084
Sc 0.446 -0.475 1.498
H 0.618 0.607 -1.875
H 1.340 1.937 -0.961
```

# 2
This record from the OMol25 dataset describes an isolated ion of composition C2H2NO2 and charge -1 at a distorted geometry. The level of theory is ωB97M-V with the def2-TZVPD basis set.

Total charge: -1
Spin multiplicity: 3
ΔE to the lowest compared entry with this formula, charge and spin in kcal per mole: 56.21

The geometry in XYZ format:
```
7
C2H2NO2 (ωB97M-V with the def2-TZVPD basis set)
C 0.044 -0.328 0.067
C 1.079 -2.068 -0.961
N 0.210 -1.607 0.212
O 2.265 -2.058 -1.032
O -0.733 -2.357 0.615
H 0.902 0.122 -0.309
H -0.946 0.109 -0.051
```

# 3
This record from the OMol25 dataset describes a 2-piece molecular cluster, C3H8S2 overall. The level of theory is ωB97M-V with the def2-TZVPD basis set.

ΔE to the lowest compared entry with this formula, charge and spin in kcal per mole: 95.90

The geometry in XYZ format:
```
13
C3H8S2 (ωB97M-V with the def2-TZVPD basis set)
C 0.726 1.728 -1.159
C 0.187 0.509 -0.375
S -1.381 0.016 -0.977
S 0.869 -1.281 1.765
C -0.719 -1.774 1.232
H 0.829 1.462 -2.212
H 1.701 2.044 -0.792
H 0.004 2.539 -1.108
H 0.909 -0.324 -0.454
H 0.108 0.797 0.687
H -1.457 -0.963 1.334
H -0.724 -2.145 0.197
H -1.051 -2.608 1.863
```

# 4
This record from the OMol25 dataset describes a 2-piece molecular cluster, C4H9O3 overall at a distorted geometry. The level of theory is ωB97M-V with the def2-TZVPD basis set.

Total charge: -1
ΔE to the lowest compared entry with this formula, charge and spin in kcal per mole: 23.96

The geometry in XYZ format:
```
16
C4H9O3 (ωB97M-V with the def2-TZVPD basis set)
C 0.807 -0.188 -1.333
C 2.108 0.178 -0.603
O -0.045 0.905 -1.793
H 0.899 -0.702 -2.363
H 0.123 -0.767 -0.667
H 1.994 0.242 0.470
H -0.532 1.265 -0.890
H 2.448 1.162 -0.984
H 2.813 -0.584 -0.795
C -1.981 -0.652 1.339
C -0.869 0.396 1.305
O -1.106 1.324 0.471
O 0.132 0.157 2.079
H -2.844 -0.422 2.014
H -1.566 -1.685 1.469
H -2.378 -0.629 0.280
```

# 5
This record from the OMol25 dataset describes a 2-piece molecular cluster, C11H18 overall at a distorted geometry. The level of theory is ωB97M-V with the def2-TZVPD basis set.

Total charge: -1
Spin multiplicity: 2
ΔE to the lowest compared entry with this formula, charge and spin in kcal per mole: 46.89

The geometry in XYZ format:
```
29
C11H18 (ωB97M-V with the def2-TZVPD basis set)
C 1.117 2.291 1.558
C -0.610 -1.043 1.948
C -0.345 0.344 1.988
C 0.451 -1.884 1.608
C 0.943 0.769 1.675
C 1.690 -1.495 1.231
C 1.841 -0.106 1.322
H -1.611 -1.312 1.900
H -1.175 1.061 1.936
H 0.077 -2.952 1.360
H 2.477 -2.206 0.841
H 2.072 2.551 1.071
H 1.067 2.836 2.475
H 2.770 0.270 0.797
H 0.322 2.855 0.998
C -1.174 0.370 -2.021
C 0.260 0.477 -2.467
C -2.078 0.727 -3.198
C -1.344 -1.076 -1.600
H -1.192 1.001 -1.030
H 0.432 1.459 -2.317
H 0.365 0.167 -3.509
H -1.483 0.401 -4.010
H -3.115 0.391 -3.011
H -2.198 1.816 -3.243
H -0.741 -1.308 -0.685
H -2.316 -1.333 -1.385
H -1.208 -1.695 -2.441
H 0.960 -0.239 -2.010
```

# 6
This record from the OMol25 dataset describes a 2-piece molecular cluster, C2H7O overall at a distorted geometry. The level of theory is ωB97M-V with the def2-TZVPD basis set.

Total charge: -1
ΔE to the lowest compared entry with this formula, charge and spin in kcal per mole: 13.62

The geometry in XYZ format:
```
10
C2H7O (ωB97M-V with the def2-TZVPD basis set)
O 2.114 1.434 0.075
H 2.579 0.792 0.637
C -1.268 -0.115 -0.580
C -0.885 -1.250 0.414
H -1.702 -0.471 -1.494
H -2.051 0.509 -0.148
H -0.265 0.408 -0.840
H -1.181 -2.241 0.070
H -1.558 -1.029 1.406
H 0.186 -1.248 0.764
```

# 7
This record from the OMol25 dataset describes C22H45N2O2P3PdS as an isolated structure at a distorted geometry. The level of theory is ωB97M-V with the def2-TZVPD basis set.

Total charge: +4
Spin multiplicity: 5
ΔE to the lowest compared entry with this formula, charge and spin in kcal per mole: 30.03

The geometry in XYZ format:
```
76
C22H45N2O2P3PdS (ωB97M-V with the def2-TZVPD basis set)
P -0.270 -3.085 -0.939
C -2.003 -3.027 -1.402
H -2.321 -4.037 -1.712
H -2.143 -2.336 -2.246
H -2.607 -2.691 -0.547
C 0.675 -3.103 -2.454
H 1.734 -3.318 -2.292
H 0.577 -2.140 -2.976
H 0.263 -3.891 -3.106
C 0.104 -4.542 0.055
H -0.087 -5.451 -0.541
H -0.547 -4.532 0.945
H 1.161 -4.518 0.374
P 1.370 0.034 2.809
C -0.253 0.382 3.557
H -0.130 0.452 4.649
H -0.953 -0.427 3.320
H -0.639 1.330 3.166
C 1.948 -1.339 3.855
H 2.993 -1.585 3.655
H 1.330 -2.218 3.639
H 1.824 -1.061 4.908
C 2.359 1.481 3.304
H 2.428 1.509 4.400
H 1.846 2.381 2.944
H 3.365 1.450 2.873
P 1.194 2.350 -1.650
C 0.191 3.742 -2.128
H 0.859 4.419 -2.658
H -0.217 4.214 -1.228
H -0.612 3.373 -2.768
C 2.794 3.055 -1.206
H 2.911 3.903 -1.897
H 3.644 2.385 -1.379
H 2.843 3.439 -0.179
C 1.428 1.340 -3.106
H 1.816 2.033 -3.864
H 0.493 0.915 -3.481
H 2.166 0.539 -2.997
Pd 1.941 -0.650 0.499
C 0.051 -1.693 0.321
O -0.893 -1.484 1.067
C -0.083 1.727 -0.448
O -0.099 2.096 0.726
C 4.044 0.196 0.237
C 3.777 -0.209 -1.088
C 3.382 -1.511 -1.358
C 3.220 -2.422 -0.314
C 3.533 -2.068 1.011
C 4.006 -0.759 1.284
H 4.239 1.239 0.469
H 3.883 0.503 -1.897
H 3.181 -1.806 -2.397
H 2.865 -3.444 -0.499
H 3.385 -2.782 1.825
H 4.240 -0.451 2.295
C -5.068 -0.338 -0.252
N -3.959 0.271 -1.005
C -3.970 0.017 -2.435
C -2.996 1.021 -0.426
S -1.387 0.771 -1.182
N -3.298 1.894 0.573
C -3.326 1.505 1.973
C -3.497 3.319 0.291
H -6.017 0.203 -0.429
H -4.849 -0.333 0.823
H -5.210 -1.393 -0.564
H -5.005 0.019 -2.809
H -3.426 0.809 -2.957
H -3.518 -0.944 -2.707
H -2.713 2.196 2.562
H -4.357 1.570 2.342
H -2.943 0.486 2.094
H -2.742 3.922 0.817
H -3.428 3.492 -0.792
H -4.498 3.609 0.648
```

# 8
This record from the OMol25 dataset describes C26H28N2OsS2Si as an isolated structure at a distorted geometry. The level of theory is ωB97M-V with the def2-TZVPD basis set.

Total charge: +2
Spin multiplicity: 5
Energy in eV: -62388.2148

The geometry in XYZ format:
```
60
C26H28N2OsS2Si (ωB97M-V with the def2-TZVPD basis set)
C 1.181 0.124 -1.275
C 2.475 0.398 -1.768
C 3.375 0.250 -0.692
H 2.700 0.681 -2.782
C 2.644 -0.105 0.461
C 1.279 -0.184 0.088
H 0.452 -0.421 0.735
H 0.257 0.136 -1.855
H 4.441 0.451 -0.746
H 3.024 -0.212 1.468
Os 1.978 1.675 -0.278
C -1.882 3.854 0.036
H -2.119 4.314 -0.958
H -2.034 2.772 0.221
H -1.702 4.498 0.918
Si 0.830 3.635 -0.721
C 0.175 4.811 -2.097
C 0.364 4.490 -3.449
H 0.817 3.527 -3.721
C 0.037 5.452 -4.422
H 0.247 5.229 -5.464
C -0.518 6.672 -4.053
H -0.768 7.420 -4.811
C -0.775 6.964 -2.702
H -1.215 7.921 -2.399
C -0.444 6.034 -1.716
H -0.624 6.238 -0.657
C 2.410 4.637 -0.235
C 2.744 5.876 -0.814
H 2.000 6.366 -1.445
C 4.012 6.415 -0.592
H 4.253 7.378 -1.059
C 4.929 5.741 0.229
H 5.916 6.173 0.413
C 4.605 4.496 0.821
H 5.316 3.938 1.463
C 3.341 3.955 0.589
H 3.110 2.943 1.013
H -4.504 3.664 0.992
H -3.877 3.905 0.558
C -1.620 -3.596 -0.232
C -2.272 -2.391 0.361
N -1.686 -1.523 1.122
C -2.531 -0.521 1.558
C -3.858 -0.673 1.131
S -4.017 -2.061 0.132
C -2.011 0.587 2.318
C -2.742 1.416 3.165
S -1.742 2.675 3.812
C -0.420 2.084 2.761
N -0.698 0.970 2.149
C 0.888 2.775 2.662
H -2.062 -4.498 0.202
H -1.785 -3.600 -1.311
H -0.546 -3.561 -0.023
H -4.660 0.003 1.384
H -3.783 1.268 3.406
H 0.741 3.854 2.508
H 1.492 2.605 3.570
H 1.434 2.349 1.769
```